DFT (the ωB97M-V functional and the def2-TZVPD basis) results for C28H52ClN2O10PS as an isolated structure in a non-equilibrium geometry.

DFT total energy (hartree): -3159.6241
LUMO level (eV): -1.25
Orbital gap (eV): 7.42

```
95
Properties=species:S:1:pos:R:3:forces:R:3:lowdin_charge:R:1
C -1.753 -0.980 -2.214 0.594 0.450 1.024 -0.05
C -1.492 -1.208 -0.648 -0.056 -0.203 -1.795 -0.23
O -1.294 -2.621 -0.493 0.384 0.196 0.817 -0.19
C -0.981 -2.956 0.863 -0.790 0.556 1.103 -0.19
C -0.439 -4.408 1.063 -1.387 -0.199 0.167 -0.13
O 0.803 -4.734 0.391 0.252 1.784 -0.037 -0.09
C 1.598 -3.637 0.092 2.133 2.438 -0.117 -0.17
C 1.793 -3.360 -1.416 1.265 2.024 1.287 -0.05
P 0.968 -4.516 -2.631 0.118 -1.719 -2.409 0.60
O 1.536 -4.448 -4.016 -0.295 0.767 1.651 -0.30
O 1.194 -6.095 -2.101 -0.288 2.380 -0.038 -0.15
O -0.668 -4.328 -2.736 1.738 -0.457 1.070 -0.14
C 2.615 -2.232 -1.889 -0.747 -1.015 0.635 -0.09
C 2.846 -1.892 -3.407 0.536 1.413 0.766 -0.13
C 4.226 -2.518 -3.837 -0.392 -1.016 -0.241 -0.71
O 4.462 -3.675 -3.972 -0.343 1.223 0.280 0.06
Cl 5.617 -1.346 -4.110 -0.847 -0.189 0.135 0.56
C 3.330 -1.314 -0.899 -1.801 -2.298 -0.362 -0.27
N 4.124 -0.237 -1.223 -1.417 -1.990 2.971 -0.21
S 4.614 0.296 0.285 -1.194 -1.729 -0.100 1.00
N 3.869 -0.788 1.312 -0.531 -0.387 -2.017 -0.25
C 3.111 -1.685 0.563 1.568 1.877 -0.386 -0.21
C 2.269 -2.793 1.112 -1.399 -1.456 -2.754 -0.04
C 2.070 -3.163 2.612 0.568 -0.044 0.606 -0.13
C 2.607 -2.127 3.676 0.390 -0.308 -0.139 -0.16
C 1.900 -0.707 3.669 0.580 0.113 1.511 -0.22
O 0.822 -0.576 2.732 1.064 0.538 -0.593 -0.23
C 0.934 0.609 1.938 -0.251 1.440 -0.567 -0.11
H -0.762 -0.720 -2.693 -1.132 -0.453 0.298 0.08
H -2.193 -1.909 -2.677 0.282 1.133 0.543 0.07
H -2.428 -0.088 -2.324 0.518 -1.032 -0.219 0.07
H -2.383 -0.827 -0.070 0.979 -0.461 -0.233 0.13
H -0.534 -0.682 -0.380 -1.039 -0.311 0.072 0.10
H -0.334 -2.142 1.316 -0.368 -1.086 -0.449 0.11
H -1.964 -2.901 1.443 1.118 -0.268 -0.369 0.15
H -1.230 -5.119 0.669 1.116 0.728 0.166 0.15
H -0.340 -4.662 2.164 -0.132 0.580 -1.198 0.12
H 2.137 -6.292 -2.294 -0.726 0.140 -0.001 0.09
H -0.909 -3.576 -3.307 0.418 -0.362 0.289 0.07
H 2.972 -0.766 -3.469 -0.077 -1.299 0.172 0.10
H 1.986 -2.147 -4.076 1.141 -0.419 0.591 0.11
H 1.004 -3.402 2.895 1.086 0.435 -0.793 0.10
H 2.643 -4.131 2.784 -0.648 1.051 -0.223 0.14
H 2.504 -2.586 4.706 -0.065 0.407 -1.208 0.11
H 3.724 -2.024 3.509 -1.351 0.149 0.179 0.10
H 1.467 -0.506 4.702 0.441 -0.308 -1.116 0.12
H 2.713 0.071 3.540 -1.100 -0.748 -0.237 0.11
H 0.441 1.509 2.433 0.485 -1.107 -0.306 0.10
H 1.997 0.918 1.730 -0.951 -0.534 0.299 0.07
H 0.429 0.510 0.928 0.491 -0.317 1.294 0.08
C -5.332 -0.384 -6.401 -0.070 0.224 -0.065 -0.08
C -5.239 -0.469 -4.887 0.034 -0.063 -0.106 -0.28
O -4.335 0.470 -4.324 0.178 -0.046 0.131 -0.18
C -4.642 1.840 -4.528 -0.047 0.058 0.089 -0.28
C -5.965 2.262 -3.911 -0.191 -0.150 -0.108 -0.08
H -4.338 -0.418 -6.851 -0.032 -0.082 0.055 0.08
H -5.928 -1.211 -6.793 0.041 0.022 0.035 0.08
H -5.805 0.547 -6.721 -0.042 -0.057 -0.025 0.07
H -4.862 -1.457 -4.613 0.102 0.143 0.120 0.12
H -6.227 -0.373 -4.425 -0.043 0.033 -0.056 0.11
H -4.609 2.085 -5.595 -0.079 0.010 -0.014 0.11
H -3.838 2.407 -4.054 0.066 -0.200 -0.018 0.12
H -6.811 1.798 -4.424 0.003 0.086 0.004 0.07
H -6.089 3.345 -3.978 0.027 -0.044 0.009 0.08
H -6.015 1.963 -2.862 0.073 0.064 -0.026 0.08
C 1.627 5.812 -0.936 0.100 0.005 -0.223 -0.08
C 2.594 5.179 0.050 -0.115 0.021 0.000 -0.28
O 2.946 3.846 -0.282 -0.051 -0.193 0.138 -0.18
C 3.616 3.662 -1.520 0.144 -0.040 0.000 -0.28
C 4.956 4.373 -1.593 -0.054 0.262 0.032 -0.08
H 0.762 5.165 -1.097 0.017 0.033 0.093 0.08
H 1.282 6.779 -0.564 0.014 -0.054 0.007 0.08
H 2.097 5.979 -1.907 -0.023 0.064 0.027 0.07
H 2.115 5.133 1.031 0.094 -0.185 -0.034 0.12
H 3.493 5.793 0.170 -0.002 0.048 -0.068 0.11
H 2.968 3.954 -2.354 0.035 0.066 -0.023 0.11
H 3.785 2.587 -1.620 -0.160 0.028 0.126 0.09
H 4.833 5.459 -1.601 0.047 -0.034 -0.062 0.07
H 5.489 4.092 -2.503 -0.032 -0.018 0.045 0.08
H 5.574 4.122 -0.728 -0.024 -0.075 -0.058 0.08
C -2.056 0.075 5.193 -0.167 0.174 -0.095 -0.07
C -1.311 0.541 6.431 -0.002 -0.063 -0.101 -0.28
O -0.763 1.844 6.303 0.204 0.025 0.006 -0.17
C -1.690 2.897 6.097 -0.006 0.071 0.088 -0.28
C -2.670 3.074 7.244 -0.136 -0.228 0.031 -0.08
H -1.437 0.198 4.300 0.059 -0.101 0.070 0.07
H -2.336 -0.976 5.288 0.039 0.038 0.002 0.08
H -2.972 0.650 5.037 -0.028 -0.074 0.024 0.07
H -0.465 -0.129 6.605 0.071 0.195 0.024 0.11
H -1.946 0.479 7.321 -0.068 -0.004 -0.023 0.11
H -2.216 2.763 5.146 -0.080 -0.023 0.024 0.11
H -1.098 3.809 5.998 0.133 -0.166 -0.013 0.12
H -3.355 2.227 7.318 -0.035 0.078 -0.012 0.07
H -3.268 3.975 7.099 0.044 -0.026 0.000 0.08
H -2.140 3.149 8.196 0.021 0.071 -0.073 0.08
```
Positions in Å, forces in eV/Å.